{"formula": "C14H19F6OS", "method": "ωB97M-V/def2-TZVPD", "total_charge": 1, "lumo_ev": -3.13, "largest_force_ev_per_a": 0.48, "orbital_gap_ev": 10.35, "elements": ["C", "H", "F", "F", "C", "H", "H", "C", "F", "O", "H", "H", "C", "H", "H", "H", "H", "C", "C", "C", "C", "C", "H", "C", "F", "H", "H", "C", "C", "H", "H", "F", "H", "H", "H", "S", "H", "H", "C", "F", "C"], "positions_angstrom": [[2.7036, -1.5426, 0.8310], [-1.0224, 3.4231, 1.9369], [-2.1460, -2.9633, -2.4947], [1.5764, -1.4882, 1.5910], [0.8719, 2.0513, -0.4798], [-3.9327, -1.3264, 0.1200], [2.6777, -0.9424, -1.8395], [-0.2111, 3.3171, 1.2297], [2.4976, -2.5135, -0.0923], [-2.4403, -0.4355, 1.1519], [-1.8486, -0.6347, 1.8861], [2.5781, 0.5787, 0.8361], [-4.0416, -1.9785, 2.1724], [-2.6410, -2.4326, 0.5960], [-3.3681, -2.2354, 2.9933], [-1.1575, -0.0181, -0.8509], [2.6234, 2.9415, -1.3806], [-0.1692, 2.1754, 0.4341], [-1.3231, -1.9184, -2.6895], [1.7898, 4.1579, 0.1786], [3.0139, -0.1893, 0.1973], [-0.2510, -1.8507, -1.5954], [0.6986, -2.1118, -2.0600], [-3.2614, -1.5947, 0.9340], [3.7047, -1.9434, 1.6240], [-4.6696, -1.1497, 2.4976], [-0.4570, -2.6371, -0.8707], [-0.1947, -0.5202, -0.8499], [1.8467, 3.0354, -0.6318], [3.2611, 0.6941, -1.7523], [2.5363, 4.9331, 0.0762], [-2.0833, -0.8010, -2.7299], [-0.9468, 1.4319, 0.5448], [0.7189, 5.1783, 1.7304], [0.0980, -0.6591, 0.1867], [0.9495, 0.6560, -1.5939], [4.0957, -0.0648, 0.2530], [-4.6774, -2.8412, 1.9751], [2.5983, -0.0204, -1.2638], [-0.7602, -2.0567, -3.9079], [0.7627, 4.2961, 1.1068]]}